Record 1
8
Properties=species:S:1:pos:R:3 method="wB97M-V/def2-TZVPD" homo_ha=-0.3621 mol_weight_g_mol=73.0 smiles=CPC#N relative_energy_ev=2.081 charge=0
C -0.34 -0.74 1.32
P 0.01 -0.23 -0.87
C 0.19 1.41 -1.99
N 0.13 2.37 -2.59
H 0.05 -0.14 2.17
H -1.45 -0.87 1.35
H 0.00 -1.69 1.33
H 1.42 -0.10 -0.71

***

Record 2
8
Properties=species:S:1:pos:R:3 method="wB97M-V/def2-TZVPD" homo_ha="-0.3135 / -0.2949" mol_weight_g_mol=73.0 relative_energy_ev=2.851 charge=0
C 0.23 0.82 0.14
C -0.27 -0.41 -0.41
N -0.83 -1.43 0.11
P 1.86 -0.09 -0.11
H 0.37 1.68 -0.55
H 0.12 1.19 1.19
H -0.42 -0.40 -1.45
H -1.06 -1.36 1.08

***

Record 3
9
Properties=species:S:1:pos:R:3 method="wB97M-V/def2-TZVPD" homo_ha=-0.3110 mol_weight_g_mol=105.1 smiles="C1N=PCS1" relative_energy_ev=1.597 charge=0
C -0.15 1.32 -0.02
N 1.17 0.93 -0.06
P 1.78 -0.48 -0.15
C -0.11 -1.44 -0.02
S -1.32 -0.13 -0.26
H -0.62 1.89 0.90
H -0.19 1.96 -0.80
H -0.31 -2.19 -0.69
H -0.24 -1.86 1.10

***

Record 4
9
Properties=species:S:1:pos:R:3 method="wB97M-V/def2-TZVPD" homo_ha=-0.3176 mol_weight_g_mol=105.1 smiles="C1N=PCS1" relative_energy_ev=1.202 charge=0
C -0.01 -1.42 0.15
N -1.38 -1.07 -0.03
P -1.96 0.37 0.01
C -0.20 1.42 0.10
S 1.09 0.13 0.02
H 0.33 -1.86 1.05
H 0.42 -2.11 -0.57
H -0.31 2.14 -0.70
H -0.30 1.75 1.22